(1)
{
  "formula": "C4H6ClFO",
  "method": "wB97M-V/def2-TZVPD",
  "homo_ev": [-6.22, -11.77],
  "multiplicity": 3,
  "homo_lumo_gap_ev": [7.051, 9.781],
  "fmax_ev_per_a": 4.92,
  "total_charge": 0,
  "symbols": ["Cl", "F", "O", "C", "C", "C", "C", "H", "H", "H", "H", "H", "H"],
  "coordinates": [[2.608, -1.693, 0.316], [0.642, 1.131, 1.117], [1.915, -0.221, -1.738], [1.669, -0.652, -0.682], [-0.094, 0.311, 0.259], [-0.850, 1.141, -0.798], [-0.682, -0.814, 1.022], [-0.418, 2.091, -0.790], [-0.678, 0.564, -1.797], [-1.163, -1.391, 0.327], [-1.905, 1.166, -0.629], [0.155, -1.257, 1.393], [-1.199, -0.376, 2.000]],
  "atomic_forces_ev_per_a": [[1.4, -0.8, 1.1], [-0.1, -0.5, -0.7], [0.1, 0.4, 0.6], [0.6, -1.0, -2.6], [-3.2, 3.5, 1.2], [1.5, -3.8, -0.6], [-0.2, 4.2, 1.8], [0.5, 1.5, -0.4], [-0.3, 1.4, 1.4], [-1.9, -1.8, -1.0], [-0.8, 0.1, 0.3], [2.1, -2.1, 1.3], [0.3, -1.1, -2.2]]
}

=====

(2)
{
  "formula": "C4H6ClFOS",
  "method": "wB97M-V/def2-TZVPD",
  "homo_ev": -9.66,
  "homo_lumo_gap_ev": 9.914,
  "fmax_ev_per_a": 5.36,
  "de_lowest_ev": 3.667,
  "total_charge": 0,
  "smiles": "C[C@]1(S)[C@@H](O)[C@@]1(F)Cl",
  "symbols": ["Cl", "S", "F", "O", "C", "C", "C", "C", "H", "H", "H", "H", "H", "H"],
  "coordinates": [[-1.442, 1.272, -0.534], [1.956, 0.525, -0.811], [-1.526, -1.501, -0.186], [0.039, 1.026, 1.970], [0.678, -2.044, -0.140], [0.634, -0.556, 0.033], [0.001, -0.154, 1.330], [-0.807, -0.307, 0.083], [0.077, 1.858, 1.372], [0.240, -1.119, 2.002], [-0.416, -2.526, 0.097], [0.788, -2.269, -1.290], [1.584, -2.740, 0.193], [1.319, 0.434, -2.225]],
  "atomic_forces_ev_per_a": [[-0.1, -1.7, 0.1], [-2.9, -1.3, -2.2], [-2.8, 3.8, -0.2], [0.6, 2.7, -0.2], [1.5, -4.7, -2.1], [2.3, 0.7, -1.8], [0.7, -3.3, 1.6], [-1.3, 0.2, -0.6], [-0.1, -2.4, 1.1], [-1.5, 2.6, -0.9], [4.4, 0.4, 0.0], [-0.5, 0.7, 1.8], [-1.7, 2.1, 0.2], [1.4, 0.2, 3.0]]
}

=====

(3)
{
  "formula": "C4H6ClN",
  "method": "wB97M-V/def2-TZVPD",
  "homo_ev": [-9.36, -9.36],
  "homo_lumo_gap_ev": [9.647, 9.646],
  "fmax_ev_per_a": 10.75,
  "de_lowest_ev": 3.588,
  "total_charge": 0,
  "smiles": "CC1(C)N=C1Cl",
  "symbols": ["Cl", "N", "C", "C", "C", "C", "H", "H", "H", "H", "H", "H"],
  "coordinates": [[2.641, -0.982, -2.667], [2.031, 1.018, -0.697], [-0.582, 0.950, -0.620], [0.686, -0.716, 0.751], [1.783, -0.181, -1.561], [0.769, 0.196, -0.469], [0.304, -1.742, 0.275], [-0.458, 1.752, 0.104], [-0.091, -0.293, 1.517], [1.723, -0.836, 1.237], [-1.502, 0.452, -0.337], [-0.669, 1.277, -1.601]],
  "atomic_forces_ev_per_a": [[0.5, -0.8, -1.1], [-1.6, -6.8, -4.6], [1.5, -0.8, 1.0], [-0.3, -1.1, 0.3], [-0.5, 8.2, 7.0], [0.0, -0.4, -0.1], [0.7, 1.9, 1.6], [-0.1, 0.5, -0.2], [1.5, -1.0, -1.3], [-1.7, 0.0, -0.7], [0.1, -0.7, 0.0], [-0.3, 1.1, -1.7]]
}

=====

(4)
{
  "formula": "C4H6ClN2O",
  "method": "wB97M-V/def2-TZVPD",
  "homo_ev": -14.67,
  "homo_lumo_gap_ev": 9.560,
  "fmax_ev_per_a": 3.02,
  "de_lowest_ev": 2.401,
  "total_charge": 1,
  "symbols": ["Cl", "O", "N", "N", "C", "C", "C", "C", "H", "H", "H", "H", "H", "H"],
  "coordinates": [[3.050, -0.701, 2.371], [0.592, -0.828, 1.608], [-0.671, 0.534, -1.101], [0.734, -0.831, -2.378], [0.167, 0.272, -2.256], [-1.821, 1.041, 1.108], [1.667, -1.369, 1.545], [-0.996, 0.764, -0.016], [-2.939, 0.705, 0.849], [-1.508, 0.371, 1.863], [-1.619, 2.095, 1.212], [1.264, -0.961, -3.257], [0.078, 1.239, -2.765], [2.002, -2.330, 1.218]],
  "atomic_forces_ev_per_a": [[0.1, 0.3, -0.1], [1.1, -0.9, -0.9], [0.9, -0.6, 1.9], [-0.5, 0.5, -0.3], [-0.3, 0.6, -0.1], [-1.9, -0.6, -1.3], [-0.7, 1.5, 1.9], [-1.0, -1.2, -2.6], [2.4, 1.2, 0.3], [0.5, -0.2, 1.4], [-0.7, 0.5, 1.1], [-0.2, 0.4, 0.6], [0.7, -0.7, -0.9], [-0.6, -0.8, -1.0]]
}

=====

(5)
{
  "formula": "C4H6ClNO3S",
  "method": "wB97M-V/def2-TZVPD",
  "homo_ev": [-6.25, -10.16],
  "multiplicity": 3,
  "homo_lumo_gap_ev": [6.653, 7.374],
  "fmax_ev_per_a": 10.57,
  "de_lowest_ev": 0.000,
  "total_charge": 0,
  "symbols": ["Cl", "S", "O", "O", "O", "N", "C", "C", "C", "C", "H", "H", "H", "H", "H", "H"],
  "coordinates": [[-3.489, 0.847, 0.635], [-1.941, -0.433, 0.016], [-2.615, -1.497, -0.588], [-0.105, -1.187, -1.252], [-1.026, -0.534, 1.127], [0.859, -1.031, -0.529], [-0.672, 1.776, -0.803], [-1.462, 0.803, -1.189], [1.814, -0.900, 0.111], [2.529, -0.638, 1.299], [1.839, -0.625, 2.121], [0.017, 2.191, -1.584], [3.147, -1.531, 1.429], [-0.358, 1.920, 0.217], [-1.647, 0.589, -2.298], [3.111, 0.250, 1.286]],
  "atomic_forces_ev_per_a": [[0.0, 0.0, 0.5], [0.9, 2.8, -0.7], [-1.0, -1.8, -0.3], [1.0, -0.5, -0.8], [-1.0, 0.1, -0.2], [1.5, -0.1, 0.2], [6.7, 7.3, 1.5], [-6.5, -7.6, -3.4], [-2.4, 0.2, -1.8], [0.9, -1.4, 1.0], [-0.4, 0.2, 0.5], [-0.3, -0.5, 1.0], [0.4, 0.4, 0.4], [-0.3, 0.3, 0.2], [-0.2, 0.0, 2.1], [0.6, 0.7, -0.1]]
}

=====

(6)
{
  "formula": "C4H6ClNOS",
  "method": "wB97M-V/def2-TZVPD",
  "homo_ev": -8.42,
  "homo_lumo_gap_ev": 8.763,
  "fmax_ev_per_a": 5.09,
  "de_lowest_ev": 2.120,
  "total_charge": 0,
  "smiles": "NC(=S)[C@@H]1[C@H](O)[C@@H]1Cl",
  "symbols": ["Cl", "S", "O", "N", "C", "C", "C", "C", "H", "H", "H", "H", "H", "H"],
  "coordinates": [[0.030, 2.233, 0.397], [-2.356, -0.369, -1.738], [1.106, -0.453, 1.360], [-1.629, -0.742, 0.862], [1.273, -0.227, 0.023], [0.056, -0.228, -0.839], [0.826, 1.072, -0.534], [-1.362, -0.466, -0.471], [1.804, 0.274, 1.790], [2.226, -0.566, -0.344], [-1.004, -0.659, 1.649], [0.192, -0.710, -1.790], [-2.647, -0.706, 0.967], [1.484, 1.547, -1.333]],
  "atomic_forces_ev_per_a": [[-0.5, 1.0, 1.1], [-1.5, -0.1, -0.1], [3.0, 2.9, 3.0], [-2.0, 0.5, -2.6], [-0.2, 0.2, 0.2], [1.3, -0.4, -0.6], [0.8, -0.2, -2.8], [1.8, 0.1, 2.6], [-2.9, -3.0, -1.1], [0.1, -0.4, -0.5], [0.2, 0.2, -0.5], [0.4, 0.4, -0.4], [0.6, -0.3, 0.7], [-1.2, -0.8, 1.0]]
}

=====

(7)
{
  "formula": "C4H6ClNS",
  "method": "wB97M-V/def2-TZVPD",
  "homo_ev": [-4.87, -9.21],
  "multiplicity": 3,
  "homo_lumo_gap_ev": [5.122, 6.876],
  "fmax_ev_per_a": 9.78,
  "de_lowest_ev": 2.746,
  "total_charge": 0,
  "symbols": ["Cl", "S", "N", "C", "C", "C", "C", "H", "H", "H", "H", "H", "H"],
  "coordinates": [[1.794, -1.343, 0.018], [0.518, 1.506, 0.299], [-0.522, 0.275, 0.155], [-2.599, -0.991, -0.014], [2.190, 0.330, 0.019], [3.414, 0.750, -0.174], [-1.761, 0.229, 0.073], [3.612, 1.805, -0.347], [-2.366, -1.966, 0.546], [-3.624, -0.795, 0.359], [-2.274, 1.219, 0.085], [-2.646, -1.175, -1.043], [4.265, 0.157, 0.025]],
  "atomic_forces_ev_per_a": [[0.0, 0.2, 0.3], [0.7, -3.0, 0.3], [9.7, 1.0, 0.6], [-0.7, -0.8, 2.6], [-2.1, 0.2, -0.7], [-0.1, 1.8, 0.5], [-8.4, 1.6, 0.3], [-0.1, 0.0, 0.2], [0.6, 1.5, -0.8], [0.4, 0.2, -0.5], [-0.2, -0.8, -0.8], [-0.4, -1.0, -1.7], [0.7, -0.9, -0.3]]
}

=====

(8)
{
  "formula": "C4H6ClPS",
  "method": "wB97M-V/def2-TZVPD",
  "homo_ev": -9.07,
  "homo_lumo_gap_ev": 9.191,
  "fmax_ev_per_a": 4.04,
  "de_lowest_ev": 1.475,
  "total_charge": 0,
  "smiles": "C=CP(=S)(Cl)C=C",
  "symbols": ["Cl", "S", "P", "C", "C", "C", "C", "H", "H", "H", "H", "H", "H"],
  "coordinates": [[2.670, 0.131, -1.308], [1.623, -0.049, 1.938], [1.182, 0.035, 0.042], [-0.710, 1.983, 0.227], [0.106, -1.386, -0.467], [0.074, 1.312, -0.583], [-0.809, -1.864, 0.404], [-0.673, -1.256, 1.355], [-1.417, 2.579, -0.158], [-0.879, 1.860, 1.347], [0.120, -1.748, -1.442], [0.016, 1.201, -1.621], [-1.302, -2.798, 0.265]],
  "atomic_forces_ev_per_a": [[0.3, -0.2, -0.2], [0.0, 0.3, -0.9], [-1.6, -0.8, 0.9], [0.7, -1.6, 2.6], [-0.7, 0.0, 1.6], [1.2, -0.8, 2.1], [3.1, 2.4, 0.8], [-1.1, -1.6, -0.5], [-2.6, 2.3, -1.6], [1.3, 0.0, -1.5], [0.5, -0.6, -1.7], [-0.3, 0.7, -1.6], [-0.8, -0.1, 0.0]]
}